[1]
# C37H64ClNOS

A 4-piece molecular cluster, C37H64ClNOS overall in a non-equilibrium geometry (wB97M-V/def2-TZVPD, the OMol25 dataset).

Calculated values
Charge: 0

Last column: Löwdin charge in e.
Geometry (Å):
Cl1 1.439 4.187 1.754  0.525
S1 -2.013 -2.975 2.654  1.040
O1 1.759 -0.020 0.711  -0.080
N1 -0.291 -0.343 2.546  -0.020
C1 -5.490 3.818 2.851  -0.227
C2 -1.707 -0.534 -4.960  -0.270
C3 6.220 -2.126 -2.719  -0.265
C4 5.171 0.686 2.058  -0.236
C5 5.902 -0.637 1.733  -0.095
C6 -1.738 -1.809 3.965  -0.449
C7 5.906 -2.092 -6.461  -0.112
C8 5.398 -2.999 -1.777  -0.110
C9 -5.889 2.481 3.478  -0.229
C10 -0.766 0.158 4.857  -0.010
C11 5.369 -1.146 -3.526  -0.226
C12 -2.215 -1.196 6.225  -0.088
C13 1.423 -2.197 -0.129  -0.008
C14 -0.934 0.799 1.848  -0.098
C15 1.082 -1.212 0.771  -0.244
C16 -1.360 -1.210 -3.634  -0.227
C17 -1.396 -0.091 6.052  -0.087
C18 3.956 0.847 1.114  -0.174
C19 0.257 2.953 1.121  -0.552
C20 -3.204 -0.514 -5.255  -0.112
C21 2.741 0.156 1.744  -0.172
C22 -1.942 -0.533 -2.392  -0.217
C23 -5.183 3.763 1.355  -0.263
C24 -0.239 2.121 2.296  -0.257
C25 -2.367 -2.069 5.170  -0.114
C26 -8.383 2.632 2.956  -0.112
C27 -0.940 -0.699 3.768  -0.222
C28 -0.266 -3.644 0.711  -0.114
C29 4.347 -1.795 -4.461  -0.230
C30 4.935 -2.759 -5.491  -0.271
C31 -4.004 2.857 1.017  -0.112
C32 -7.104 1.808 2.841  -0.270
C33 0.766 -3.411 -0.176  -0.073
C34 -0.047 1.131 -2.042  -0.096
C35 0.032 -1.423 1.673  -0.162
C36 -1.550 0.932 -2.212  -0.254
C37 -0.614 -2.642 1.600  -0.437
H1 0.184 2.185 -1.878  0.071
H2 -2.001 0.872 2.067  0.118
H3 4.697 -3.634 -2.322  0.066
H4 1.069 -4.173 -0.883  0.108
H5 6.774 -1.678 -5.944  0.065
H6 3.012 -0.781 2.237  0.135
H7 0.510 0.805 -2.922  0.073
H8 -0.133 1.032 4.777  0.110
H9 -6.280 4.555 3.022  0.101
H10 -9.226 2.093 2.520  0.069
H11 -2.711 -1.357 7.173  0.105
H12 -5.042 1.790 3.439  0.098
H13 2.232 -2.010 -0.829  0.115
H14 -0.727 0.705 0.782  0.102
H15 -4.198 1.820 1.300  0.065
H16 6.032 -0.495 -4.103  0.102
H17 5.416 -1.282 -7.006  0.075
H18 -7.262 0.845 3.334  0.104
H19 5.830 1.552 1.982  0.100
H20 -1.618 -1.098 -1.510  0.103
H21 -0.527 3.540 0.646  0.067
H22 5.414 -1.428 2.308  0.070
H23 4.113 -3.197 -6.063  0.104
H24 -8.622 2.835 4.002  0.075
H25 -3.756 0.057 -4.507  0.064
H26 -1.198 -1.071 -5.764  0.104
H27 -3.034 -0.608 -2.411  0.103
H28 0.617 1.897 2.928  0.065
H29 6.968 -0.579 1.953  0.068
H30 5.435 -3.592 -4.989  0.098
H31 -3.100 3.190 1.534  0.063
H32 0.825 2.364 0.406  0.041
H33 2.362 0.845 2.507  0.110
H34 6.939 -1.552 -2.128  0.102
H35 6.810 -2.759 -3.386  0.099
H36 6.273 -2.813 -7.192  0.069
H37 0.318 0.570 -1.180  0.046
H38 -1.316 0.487 -4.979  0.098
H39 -0.902 2.744 2.906  0.105
H40 3.715 1.889 0.886  0.102
H41 -6.092 2.645 4.541  0.109
H42 -6.065 3.438 0.796  0.100
H43 4.131 0.359 0.150  0.101
H44 -1.262 0.580 6.894  0.106
H45 -3.396 -0.054 -6.226  0.068
H46 4.829 -2.383 -1.076  0.051
H47 -3.802 2.872 -0.056  0.067
H48 -6.906 1.582 1.790  0.098
H49 -0.271 -1.268 -3.542  0.098
H50 -1.713 -2.246 -3.661  0.110
H51 -2.060 1.319 -1.324  0.087
H52 4.782 0.661 3.081  0.103
H53 3.809 -1.000 -4.988  0.109
H54 4.833 -0.488 -2.833  0.104
H55 5.772 -0.893 0.680  0.048
H56 -8.298 3.586 2.434  0.065
H57 6.050 -3.654 -1.196  0.073
H58 3.594 -2.325 -3.870  0.096
H59 -1.907 1.533 -3.053  0.102
H60 -4.959 4.775 1.009  0.106
H61 -4.609 4.196 3.379  0.109
H62 -3.001 -2.940 5.296  0.106
H63 -3.609 -1.528 -5.280  0.074
H64 -0.801 -4.585 0.704  0.104

***

[2]
# C37H65BrN6O2PSi3Ti

C37H65BrN6O2PSi3Ti as an isolated structure in a non-equilibrium geometry (wB97M-V/def2-TZVPD, the OMol25 dataset).

Calculated values
2S+1: 3
Charge: -1

Last column: Mulliken spin population.
Geometry (Å):
Br1 -1.264 -6.280 -2.079  0.000
Ti1 0.746 0.327 -0.520  0.697
P1 -2.158 0.638 -0.813  0.019
Si1 0.670 0.131 4.564  -0.010
Si2 3.503 -0.401 -2.701  0.023
Si3 3.942 -0.696 0.764  0.011
O1 0.099 -0.744 -2.103  0.152
O2 -1.208 -0.237 -2.285  0.327
N1 -2.871 1.649 0.465  0.061
N2 1.886 2.038 -0.958  -0.043
N3 1.335 -3.336 -0.943  0.002
N4 -2.674 -0.928 -0.192  -0.010
N5 -0.732 1.341 -0.604  0.636
N6 -3.293 1.126 -1.998  0.003
C1 -2.701 3.080 0.321  0.001
C2 2.659 -5.327 -1.066  -0.001
C3 5.691 -1.297 0.387  0.000
C4 0.738 0.192 2.702  0.081
C5 3.090 -2.125 1.622  0.008
C6 0.264 -3.996 -1.417  0.003
C7 2.869 -1.973 -3.479  -0.001
C8 1.656 3.336 -1.097  0.076
C9 -3.226 -3.678 0.691  -0.001
C10 4.228 0.693 1.986  0.004
C11 2.683 4.266 -1.175  -0.017
C12 -1.125 -0.047 5.102  0.015
C13 2.734 0.947 -3.756  0.015
C14 -2.881 1.810 -3.226  -0.013
C15 1.529 -6.051 -1.435  0.000
C16 -2.313 3.540 2.761  0.002
C17 2.499 -3.958 -0.870  0.000
C18 -1.781 -1.614 0.747  -0.017
C19 -4.148 -2.928 -0.261  -0.001
C20 -4.022 2.007 -4.198  -0.003
C21 -2.908 1.217 1.828  -0.016
C22 -2.444 -2.711 1.585  0.001
C23 3.172 1.512 -0.831  -0.140
C24 4.234 2.430 -0.801  -0.021
C25 -5.375 2.494 -2.053  0.001
C26 5.357 -0.357 -3.027  -0.001
C27 -5.209 2.737 -3.562  0.000
C28 0.935 -0.016 1.494  -0.106
C29 1.654 -1.332 5.216  0.004
C30 -4.712 1.177 -1.658  0.008
C31 0.313 -5.384 -1.598  -0.001
C32 -1.748 3.696 1.332  0.009
C33 -3.269 2.345 2.812  0.004
C34 1.340 1.746 5.252  0.006
C35 3.983 3.785 -1.010  0.030
C36 -3.405 -1.844 -1.068  0.005
C37 3.302 0.077 -0.862  0.178
H1 5.568 -0.487 -4.103  0.000
H2 -4.639 -3.617 -0.971  0.000
H3 1.256 1.762 6.359  0.000
H4 -0.624 -3.414 -1.636  -0.003
H5 -1.678 -3.248 2.164  0.000
H6 3.177 1.959 -3.614  0.001
H7 -5.172 3.821 -3.772  0.000
H8 -1.410 -0.819 1.410  -0.003
H9 -4.305 2.684 2.604  -0.001
H10 6.261 -0.541 -0.203  0.000
H11 -3.616 2.565 -5.058  0.000
H12 2.391 1.924 4.978  -0.001
H13 3.368 -3.329 -0.643  0.001
H14 -4.325 1.029 -4.628  0.000
H15 5.713 -2.240 -0.191  0.000
H16 -1.719 0.852 4.806  -0.003
H17 1.537 -7.121 -1.646  0.000
H18 -1.168 -0.159 6.215  0.000
H19 1.569 -1.457 6.309  0.000
H20 -3.702 3.520 0.454  0.003
H21 -2.860 4.452 3.088  0.000
H22 3.467 -2.854 -3.185  0.000
H23 -2.400 3.293 -0.724  0.005
H24 3.328 1.331 2.072  -0.003
H25 -4.140 -1.256 -1.636  -0.001
H26 -1.921 0.810 2.114  0.016
H27 -2.419 2.781 -2.928  0.003
H28 0.766 2.607 4.835  0.000
H29 -4.954 3.346 -1.473  0.000
H30 5.278 2.097 -0.658  -0.004
H31 -3.326 1.920 3.825  0.000
H32 1.807 -2.157 -3.235  -0.001
H33 0.600 3.611 -1.165  -0.001
H34 -0.763 3.200 1.243  0.003
H35 2.137 -2.389 1.145  0.002
H36 -6.134 2.452 -4.099  0.000
H37 -3.645 0.392 1.914  0.001
H38 -2.526 -4.300 0.099  0.000
H39 -3.115 -2.262 2.340  -0.001
H40 4.847 4.440 -1.041  0.003
H41 -1.574 -0.943 4.613  -0.001
H42 -3.795 -4.398 1.301  0.000
H43 5.750 0.615 -2.685  0.000
H44 -6.431 2.442 -1.782  0.000
H45 -0.891 -2.022 0.222  0.015
H46 -1.510 3.457 3.510  -0.001
H47 6.234 -1.476 1.335  0.000
H48 -1.605 4.753 1.054  0.001
H49 2.742 -1.216 4.979  0.000
H50 2.755 0.712 -4.839  0.001
H51 2.492 5.327 -1.322  0.000
H52 2.870 -1.834 2.675  -0.004
H53 1.660 1.053 -3.510  0.001
H54 -2.738 -2.338 -1.788  -0.001
H55 4.496 0.319 3.006  0.001
H56 5.857 -1.170 -2.455  0.000
H57 5.059 1.321 1.613  0.001
H58 1.320 -2.271 4.730  0.000
H59 -5.230 0.346 -2.171  0.000
H60 3.775 -2.998 1.589  0.001
H61 3.630 -5.797 -0.913  0.000
H62 2.927 -1.873 -4.576  0.000
H63 -2.091 1.181 -3.683  -0.006
H64 -5.002 -2.494 0.317  0.001
H65 -4.854 1.028 -0.569  -0.004

***

[3]
# C37H66BaN6O4Si

C37H66BaN6O4Si as an isolated structure (wB97M-V/def2-TZVPD, the OMol25 dataset).

Calculated values
Charge: 0

Last column: Löwdin charge in e.
Geometry (Å):
Ba1 1.089 0.496 -1.760  1.973
Si1 4.494 1.672 -2.829  0.144
O1 0.281 2.787 -0.725  -0.223
O2 3.608 0.495 -2.211  -0.638
O3 0.745 -0.796 -4.148  -0.256
O4 -1.334 -0.993 -2.250  -0.131
N1 2.264 0.307 0.881  0.054
N2 2.270 -3.872 0.659  -0.148
N3 1.266 -2.105 -0.538  0.091
N4 -1.332 0.725 -0.207  0.085
N5 3.269 -1.785 0.606  0.137
N6 4.631 0.039 0.764  0.140
C1 -0.049 5.772 -0.839  -0.038
C2 3.317 -0.399 0.733  -0.557
C3 -1.874 -1.092 1.349  0.032
C4 -0.693 4.147 0.966  -0.080
C5 -2.419 -3.684 -2.135  -0.530
C6 -2.216 -3.073 2.893  -0.555
C7 1.625 -1.490 -6.321  -0.077
C8 1.668 4.988 0.826  -0.039
C9 -1.146 -4.174 2.958  -0.046
C10 1.364 -4.843 0.080  -0.051
C11 -0.122 6.554 1.509  -0.072
C12 -1.698 -0.529 0.045  -0.204
C13 -1.953 -2.081 4.025  -0.059
C14 -2.336 1.920 1.681  0.031
C15 -2.157 -2.403 1.524  -0.165
C16 -1.418 1.785 0.587  -0.179
C17 -4.276 2.050 3.773  -0.063
C18 2.190 -2.577 0.213  -0.428
C19 -1.093 -3.939 -2.869  -0.030
C20 3.353 -4.331 1.510  -0.055
C21 -2.442 3.080 2.369  -0.162
C22 1.745 -1.573 -4.813  -0.298
C23 -2.987 -5.045 -1.724  -0.066
C24 5.529 2.552 -1.513  -0.185
C25 -3.602 -3.697 3.108  -0.043
C26 0.187 5.349 0.619  -0.537
C27 -2.186 -2.777 -0.926  -0.095
C28 -4.380 4.455 3.155  -0.044
C29 -0.559 2.914 0.200  -0.292
C30 -3.430 -3.030 -3.090  -0.036
C31 -2.661 3.642 4.787  -0.044
C32 3.408 3.007 -3.609  -0.180
C33 -3.435 3.296 3.506  -0.560
C34 -1.586 4.172 1.988  0.040
C35 -2.370 -3.207 0.352  0.025
C36 5.694 1.080 -4.149  -0.182
C37 -1.712 -1.407 -1.127  -0.335
H1 4.304 -4.437 0.973  0.092
H2 -0.959 -1.635 3.944  0.091
H3 -3.004 1.095 1.878  0.098
H4 -2.682 -4.231 0.509  0.094
H5 4.141 -2.247 0.787  0.120
H6 0.067 6.342 2.565  0.086
H7 -3.935 -4.941 -1.193  0.090
H8 -5.091 4.623 3.967  0.084
H9 1.690 -0.453 -6.650  0.078
H10 -2.293 -5.607 -1.094  0.081
H11 2.746 3.453 -2.856  0.013
H12 -3.837 -4.440 2.345  0.076
H13 2.521 1.289 0.970  0.049
H14 6.249 1.867 -1.053  0.017
H15 -3.647 -4.193 4.081  0.085
H16 -1.157 6.886 1.398  0.088
H17 -1.160 -4.660 3.937  0.086
H18 1.847 4.695 1.864  0.090
H19 6.346 0.303 -3.741  0.022
H20 -2.013 -2.601 4.983  0.087
H21 4.882 2.954 -0.724  0.014
H22 -0.416 -4.519 -2.237  0.067
H23 2.697 -1.160 -4.476  0.104
H24 -4.942 4.227 2.246  0.092
H25 1.699 -2.615 -4.480  0.114
H26 -3.605 -3.686 -3.947  0.084
H27 0.578 6.635 -1.078  0.085
H28 0.321 -4.565 0.254  0.068
H29 -4.384 -2.876 -2.582  0.092
H30 -1.317 -4.944 2.203  0.074
H31 0.527 7.381 1.217  0.086
H32 4.694 1.047 0.777  0.078
H33 0.538 -2.786 -0.722  0.021
H34 -0.153 -3.749 2.795  0.084
H35 -1.273 -4.516 -3.779  0.091
H36 5.154 0.649 -4.997  0.017
H37 3.093 -5.309 1.907  0.085
H38 -3.072 -2.069 -3.450  0.076
H39 1.521 -4.953 -0.997  0.092
H40 -3.168 -5.637 -2.623  0.087
H41 0.671 -1.901 -6.659  0.075
H42 1.969 4.172 0.172  0.064
H43 -3.356 3.813 5.613  0.085
H44 -2.058 4.543 4.667  0.077
H45 -1.093 6.060 -0.987  0.091
H46 3.981 3.823 -4.058  0.028
H47 1.531 -5.807 0.555  0.089
H48 -4.875 1.774 2.904  0.090
H49 6.327 1.888 -4.527  0.024
H50 6.097 3.390 -1.924  0.026
H51 -3.651 1.198 4.049  0.075
H52 -4.959 2.248 4.602  0.087
H53 2.295 5.855 0.606  0.085
H54 -1.683 5.089 2.554  0.092
H55 -0.126 -1.213 -4.197  0.061
H56 -1.992 2.823 5.063  0.091
H57 3.496 -3.660 2.357  0.093
H58 -4.375 -2.927 3.079  0.091
H59 5.152 -0.303 -0.036  0.093
H60 2.781 2.575 -4.396  0.023
H61 -3.836 5.386 2.990  0.077
H62 -2.693 -1.279 4.032  0.077
H63 -0.601 -3.004 -3.133  0.057
H64 -1.667 -0.454 2.196  0.101
H65 2.428 -2.058 -6.793  0.077
H66 0.191 4.968 -1.530  0.070

***

[4]
# C37H66F2HfN3O15S4

C37H66F2HfN3O15S4 as an isolated structure in a non-equilibrium geometry (wB97M-V/def2-TZVPD, the OMol25 dataset).

Calculated values
Charge: -1

Last column: Löwdin charge in e.
Geometry (Å):
Hf1 -0.556 0.286 -1.196  2.110
S1 5.750 0.930 2.544  0.756
S2 3.277 0.243 -2.056  0.828
S3 0.746 -3.043 0.130  0.787
S4 -1.938 -3.303 -2.572  0.781
F1 0.829 0.700 0.633  -0.511
F2 -2.505 0.799 -2.323  -0.528
O1 -2.016 -0.674 0.593  -0.349
O2 0.126 2.527 -2.143  -0.218
O3 -1.426 -2.041 -1.933  -0.439
O4 1.789 0.067 -1.938  -0.463
O5 5.092 -0.363 2.248  -0.355
O6 0.554 7.792 -2.912  0.020
O7 -1.179 -4.542 -2.800  -0.346
O8 6.442 1.745 1.505  -0.367
O9 4.134 -0.786 -2.744  -0.379
O10 -0.154 -0.226 -3.461  -0.092
O11 0.914 3.602 -4.933  -0.126
O12 -1.662 2.067 0.054  -0.096
O13 -0.326 -4.045 0.160  -0.326
O14 -0.546 6.924 -0.834  -0.041
O15 0.670 -1.767 -0.610  -0.470
N1 0.285 -1.719 -5.036  0.061
N2 -1.613 3.522 1.807  0.028
N3 -2.864 -0.603 1.780  -0.103
C1 -4.533 -1.040 4.118  -0.223
C2 -0.259 4.641 -1.554  -0.008
C3 3.784 2.978 -1.920  -0.189
C4 -0.118 6.081 -1.722  -0.292
C5 3.803 2.403 -0.483  -0.187
C6 -2.223 2.711 0.965  -0.497
C7 -0.137 3.681 1.986  -0.032
C8 1.607 -2.796 1.707  -0.179
C9 3.089 -3.054 1.430  -0.223
C10 3.538 1.883 -3.001  -0.137
C11 0.812 5.738 -4.026  -0.023
C12 6.835 0.911 4.193  -0.145
C13 -4.270 -1.147 1.581  -0.450
C14 -3.083 -0.632 4.254  -0.166
C15 0.499 6.593 -2.981  -0.480
C16 3.186 -4.232 0.494  -0.234
C17 4.516 1.989 3.286  -0.216
C18 -4.301 -2.634 -3.839  -0.163
C19 -5.105 -0.638 2.807  -0.161
C20 0.753 4.332 -3.861  -0.336
C21 1.203 -2.571 -4.192  -0.033
C22 -0.366 -0.612 -4.607  -0.487
C23 -3.447 -3.744 -1.694  -0.210
C24 -2.805 -2.930 -4.220  -0.170
C25 -4.609 -3.753 -2.759  -0.174
C26 -1.678 -2.391 3.142  -0.033
C27 -4.388 -2.664 1.531  -0.049
C28 -4.987 -0.511 0.373  -0.025
C29 4.467 1.421 4.754  -0.211
C30 -0.906 0.069 3.382  -0.022
C31 2.263 -3.883 -0.641  -0.182
C32 -1.334 -0.004 -5.586  0.023
C33 0.156 3.801 -2.509  -0.308
C34 4.162 0.871 -0.579  -0.218
C35 -3.728 2.923 1.141  0.021
C36 -2.125 -0.878 3.065  -0.426
C37 5.881 1.427 5.294  -0.248
H1 -0.717 0.272 4.436  0.073
H2 3.579 -2.285 0.832  0.101
H3 -0.626 4.256 -0.614  0.074
H4 1.587 -3.531 -4.537  0.092
H5 2.760 -5.057 1.066  0.114
H6 4.213 -4.509 0.256  0.126
H7 4.059 0.417 4.864  0.117
H8 -5.648 -3.754 -2.429  0.109
H9 -3.269 -4.641 -1.101  0.111
H10 3.792 -3.116 2.261  0.120
H11 4.681 3.571 -2.096  0.108
H12 2.838 2.388 0.024  0.091
H13 0.892 -2.598 -3.148  0.046
H14 -4.605 -2.097 4.373  0.098
H15 1.223 -3.652 2.262  0.104
H16 7.683 1.564 3.985  0.088
H17 -2.503 -3.097 3.239  0.065
H18 -3.915 2.321 2.030  0.067
H19 -1.118 -2.792 2.297  0.037
H20 -4.349 -1.649 -3.374  0.110
H21 4.514 1.799 -3.479  0.092
H22 -0.876 0.683 -6.297  0.101
H23 -1.008 -2.456 3.999  0.076
H24 0.011 -0.283 2.910  0.049
H25 4.437 3.029 0.144  0.099
H26 -3.375 -2.945 1.244  0.065
H27 0.310 4.516 2.526  0.081
H28 -4.933 -2.805 -4.711  0.108
H29 -1.758 -0.704 -6.306  0.070
H30 3.849 0.143 0.170  0.064
H31 -4.995 -0.653 5.026  0.109
H32 6.249 2.356 5.728  0.110
H33 -0.028 -2.211 -5.860  0.130
H34 -2.694 -3.876 -4.748  0.093
H35 1.122 6.169 -4.966  0.098
H36 -2.774 -1.283 5.072  0.111
H37 -5.256 0.438 2.715  0.103
H38 -4.968 0.576 0.456  0.057
H39 2.144 -2.068 -3.970  0.060
H40 2.698 2.109 -3.658  0.084
H41 2.643 -3.057 -1.242  0.083
H42 -6.059 -0.698 0.441  0.080
H43 -2.082 3.878 2.627  0.136
H44 3.555 2.031 2.771  0.107
H45 0.343 3.513 1.022  0.072
H46 -1.171 1.080 3.070  0.058
H47 6.001 0.850 6.212  0.108
H48 7.199 -0.114 4.259  0.087
H49 -2.217 0.406 -5.096  0.096
H50 3.902 2.072 5.422  0.112
H51 4.863 3.015 3.168  0.109
H52 0.103 2.940 2.749  0.058
H53 -4.926 -3.208 0.755  0.067
H54 2.143 -4.670 -1.385  0.110
H55 -3.151 0.396 4.610  0.114
H56 3.018 3.751 -1.863  0.105
H57 -4.439 -4.678 -3.309  0.098
H58 -4.701 -3.202 2.425  0.075
H59 1.197 -1.838 2.028  0.086
H60 -3.874 3.959 1.448  0.082
H61 5.244 0.768 -0.660  0.096
H62 -4.618 -0.806 -0.609  0.069
H63 -2.240 -2.206 -4.808  0.050
H64 -4.247 2.605 0.237  0.088
H65 -3.519 -2.910 -0.996  0.061
H66 -6.174 -0.851 2.814  0.114

***

| no. | electronic energy (eV) |
| --- | --- |
| 1 | -66303.3359 |
| 2 | -178538.6075 |
| 3 | -65148.8321 |
| 4 | -124701.1874 |